Below is C62H61Ge2N5PdS4 as an isolated structure, with properties calculated with ωB97M-V with the def2-TZVPD basis set.

As for the multiplicity: 5. The total charge is +2. As for the energy above the lowest of the compared OMol25 structures with the same formula, charge and spin: 37.9 kJ/mol. For the orbital gap (alpha / beta), the calculation gives 6.900 / 4.148 eV. For the molar mass, the calculation gives 1256.1 g/mol. Its largest force on an atom is 2.8 eV/A.

XYZ file:
```
135
Properties=species:S:1:pos:R:3:forces:R:3
Pd 0.5254 1.5192 -1.4483 0.9 2.2 -1.4
N -4.1028 2.0753 -2.3774 -0.2 -0.3 -0.1
C -2.8918 1.5437 -2.2232 -0.1 -0.1 0.0
N -1.7964 2.2317 -2.1704 0.1 0.2 0.1
C -1.8447 3.6026 -2.2981 0.7 -0.8 -0.1
N -0.7318 4.2767 -2.3909 -1.0 1.6 -0.2
N 0.4083 3.6348 -2.3308 1.0 -1.6 0.0
C 1.5209 4.1843 -2.6622 -0.8 0.4 0.0
C 2.7664 3.4630 -2.5651 0.8 -0.3 0.0
C 3.9801 4.1012 -2.8384 -0.5 -0.2 0.1
C 5.1537 3.3744 -2.7576 0.0 -0.3 0.1
C 5.0856 2.0307 -2.4186 -0.1 0.1 -0.2
C 3.8439 1.4686 -2.1477 0.3 -0.2 0.0
N 2.7203 2.1634 -2.2117 -0.7 0.1 0.3
C -3.1259 4.2600 -2.3839 -0.5 -0.1 0.0
C -3.2778 5.6490 -2.4575 -0.1 -0.1 0.0
C -4.5313 6.1985 -2.6082 0.1 0.0 0.0
C -5.6602 5.3816 -2.6745 0.1 -0.2 0.1
C -5.5383 4.0112 -2.5819 0.0 0.0 0.0
C -4.2737 3.4445 -2.4437 0.3 0.7 0.0
H -4.9178 1.4790 -2.4685 0.2 0.0 0.1
H -2.8258 0.4634 -2.1455 -0.2 0.0 0.0
H 1.5418 5.2076 -3.0337 -0.2 0.0 0.1
H 3.9912 5.1483 -3.1001 0.0 0.1 0.0
H 6.1031 3.8486 -2.9584 0.0 0.0 0.0
H 5.9730 1.4180 -2.3851 0.0 0.0 0.1
H 3.7604 0.4231 -1.8690 0.0 0.1 0.0
H -2.3954 6.2631 -2.4043 0.1 0.1 0.0
H -4.6508 7.2665 -2.6841 0.0 0.1 0.0
H -6.6352 5.8260 -2.7969 -0.1 0.0 0.0
H -6.4110 3.3779 -2.6190 -0.1 -0.1 0.0
C 6.6277 0.1026 2.0293 0.2 -0.1 0.0
C 5.2505 0.3157 2.5578 -0.4 -0.1 0.1
C 4.7319 1.5929 2.7287 0.0 -0.2 -0.1
C 3.4606 1.7983 3.2426 -0.1 -0.4 0.0
C 2.9559 3.1822 3.4894 -0.1 0.2 0.0
C 2.6703 0.6824 3.5666 0.5 0.0 -0.1
C 3.1884 -0.6113 3.4348 0.1 0.2 -0.1
C 2.4164 -1.8074 3.8869 0.0 0.0 0.0
C 4.4673 -0.7749 2.9259 0.1 0.3 0.0
C 1.3092 0.8805 4.1064 0.0 0.0 0.2
C 1.0925 1.0006 5.4740 0.0 0.0 -0.2
C -0.1845 1.2263 5.9554 0.0 0.0 0.1
C -1.2485 1.3370 5.0818 0.0 0.0 -0.2
C -1.0610 1.2059 3.7085 -0.1 0.0 0.2
C 0.2241 0.9545 3.2424 0.2 0.1 -1.1
Ge 0.5747 0.8990 1.2611 -0.5 -1.8 1.3
S 0.9837 2.9220 0.5129 0.1 0.2 -0.2
S -1.2431 -0.0023 0.0805 1.3 -0.4 -0.1
Ge 0.3174 -1.2380 -1.1748 -0.3 -1.5 1.7
S 0.4924 -0.2120 -3.1223 0.0 0.0 -0.3
S 2.0882 -0.5424 0.2062 -1.1 0.3 0.0
C 0.0486 -3.2355 -1.3278 0.2 1.2 0.0
C -1.1578 -3.6885 -1.8519 -0.1 -0.2 0.0
C -1.3460 -5.0530 -2.0443 0.0 0.2 0.0
C -0.3425 -5.9494 -1.7357 0.0 -0.1 0.0
C 0.8550 -5.4903 -1.2273 -0.1 0.2 -0.1
C 1.0676 -4.1271 -1.0180 0.0 -0.2 0.0
C 2.3931 -3.7587 -0.4832 0.7 0.1 0.2
C 3.4010 -3.2736 -1.3334 -0.4 -0.2 0.4
C 3.1108 -2.9367 -2.7602 -0.1 0.1 -0.2
C 4.6915 -3.1623 -0.8433 0.1 0.0 0.3
C 5.0150 -3.5458 0.4533 -0.4 0.1 -0.1
C 6.4319 -3.5590 0.9102 0.3 -0.2 0.1
C 3.9944 -3.9880 1.2964 0.2 0.1 -0.3
C 2.6921 -4.1052 0.8475 -0.1 0.2 -0.4
C 1.6102 -4.6288 1.7419 0.0 -0.1 0.1
C -2.2573 -2.7808 -2.2534 -0.3 0.2 -0.1
C -3.2627 -2.4342 -1.3453 0.1 0.1 -0.1
C -3.2381 -2.8916 0.0804 0.1 0.0 0.0
C -4.3487 -1.6874 -1.7901 0.1 0.0 -0.2
C -4.4738 -1.3098 -3.1205 0.1 -0.1 0.1
C -5.6961 -0.5950 -3.6104 0.0 -0.1 -0.1
C -3.4670 -1.6711 -4.0098 -0.1 0.1 0.1
C -2.3667 -2.4103 -3.6024 0.0 0.2 0.1
C -1.3538 -2.8539 -4.6117 0.1 0.0 0.0
C -2.2360 1.3297 2.8124 -0.4 0.2 -0.2
C -2.5502 2.5454 2.1953 0.0 -0.4 0.0
C -1.7368 3.7820 2.4131 0.1 0.0 0.0
C -3.6947 2.6265 1.4061 0.0 -0.2 -0.1
C -4.5526 1.5482 1.2530 0.2 0.1 0.0
C -5.8256 1.6708 0.4764 -0.1 0.0 0.1
C -4.2391 0.3551 1.8976 0.1 0.1 0.0
C -3.0985 0.2289 2.6721 0.0 0.1 0.0
C -2.7951 -1.0541 3.3800 0.0 0.0 0.0
H 7.0802 1.0385 1.7165 0.1 0.1 -0.1
H 6.6079 -0.5861 1.1871 0.1 0.0 -0.1
H 7.2575 -0.3423 2.7991 0.1 0.0 0.0
H 5.3434 2.4463 2.4761 0.1 0.2 0.0
H 3.7484 3.9117 3.3470 0.0 0.1 0.0
H 2.5693 3.2728 4.5035 0.0 0.1 0.0
H 2.1408 3.4273 2.8055 0.0 0.1 0.1
H 1.3436 -1.6304 3.8649 -0.1 -0.1 0.0
H 2.6939 -2.0537 4.9125 -0.1 -0.1 0.1
H 2.6588 -2.6554 3.2562 0.0 -0.1 0.0
H 4.8677 -1.7717 2.8261 0.1 -0.2 0.0
H 1.9317 0.9216 6.1481 0.1 0.0 0.1
H -0.3482 1.3332 7.0162 0.0 0.0 0.1
H -2.2432 1.5407 5.4488 -0.1 0.0 0.1
H -2.2863 -5.3964 -2.4478 -0.1 -0.1 -0.1
H -0.4885 -7.0047 -1.9022 0.0 -0.1 0.0
H 1.6545 -6.1815 -1.0067 0.1 -0.1 0.1
H 2.3676 -3.6112 -3.1827 0.0 0.0 -0.1
H 4.0149 -2.9884 -3.3624 0.0 0.0 -0.1
H 2.7169 -1.9176 -2.8499 0.0 0.0 -0.1
H 5.4763 -2.8197 -1.5004 0.2 0.0 -0.1
H 7.0491 -2.8768 0.3316 0.1 0.1 0.0
H 6.8420 -4.5616 0.7747 0.1 0.0 0.0
H 6.5196 -3.3245 1.9682 0.1 0.1 0.1
H 4.2409 -4.2955 2.3027 0.0 0.0 0.2
H 1.9111 -4.6050 2.7862 0.0 0.0 0.0
H 1.3826 -5.6637 1.4905 -0.1 -0.1 0.0
H 0.6936 -4.0520 1.6207 -0.1 0.0 0.1
H -2.3022 -3.3877 0.3267 0.0 0.0 0.1
H -4.0540 -3.5939 0.2532 0.0 0.0 0.1
H -3.3770 -2.0375 0.7403 0.0 0.0 0.1
H -5.1283 -1.4345 -1.0858 -0.1 0.0 0.1
H -6.2271 -0.0920 -2.8043 -0.1 0.1 0.1
H -6.3914 -1.3197 -4.0324 -0.1 0.0 -0.1
H -5.4512 0.1121 -4.4011 -0.1 0.1 0.0
H -3.5564 -1.4027 -5.0522 0.0 0.1 -0.2
H -1.2771 -2.1309 -5.4200 0.0 0.0 -0.1
H -1.6541 -3.8099 -5.0426 0.1 -0.1 0.0
H -0.3729 -2.9851 -4.1579 0.1 0.0 -0.1
H -0.8417 3.5813 2.9985 0.0 0.1 0.0
H -2.3349 4.5236 2.9429 0.1 0.1 0.0
H -1.4437 4.2243 1.4604 0.0 0.1 -0.1
H -3.9328 3.5700 0.9354 -0.1 0.2 -0.1
H -5.8529 2.5901 -0.1025 0.0 0.1 -0.1
H -6.6711 1.6868 1.1634 -0.1 0.0 0.0
H -5.9687 0.8162 -0.1826 0.0 -0.1 -0.1
H -4.9176 -0.4821 1.8137 -0.1 -0.1 0.0
H -3.4821 -1.8394 3.0771 0.0 -0.1 0.0
H -2.8875 -0.9185 4.4567 0.0 -0.1 0.1
H -1.7730 -1.3731 3.1761 0.1 -0.1 0.0
```
Positions in Å, forces in eV/Å.